Formula: C59H115Cl11N6O6
Source: OMol25
Level of theory: the ωB97M-V functional and the def2-TZVPD basis

```
197
Properties=species:S:1:pos:R:3:forces:R:3
C 7.87443 4.85935 -2.10606 0.50 -0.18 1.47
C 6.43549 4.76768 -1.61109 -0.14 -1.78 -1.46
C 6.32719 3.47223 -0.76102 -0.17 1.16 -0.22
C 4.97562 3.37929 -0.05346 0.17 0.79 -0.64
C 4.86237 4.62770 0.83471 0.12 -0.81 0.27
C 4.92837 5.97290 0.07113 -1.21 0.01 1.13
N 6.04566 5.98264 -0.88477 -0.88 0.80 -1.05
O 6.06725 7.06302 -1.59843 0.57 -0.58 0.46
C 3.55570 6.20237 -0.61136 0.45 0.79 -1.01
C 5.14759 7.05986 1.12626 1.10 -0.29 0.48
C 5.60795 4.51012 -2.89273 -0.09 1.48 -0.20
H 8.22151 3.86813 -2.40298 -0.29 0.06 -0.58
H 8.48601 5.01327 -1.20997 0.22 0.62 -0.20
H 8.04542 5.61702 -2.86406 0.01 0.00 0.05
H 6.44191 2.65958 -1.47730 0.30 -0.14 0.23
H 7.19609 3.56746 -0.10398 -0.24 -0.73 0.49
H 4.83962 2.40463 0.41368 0.11 0.24 0.56
H 4.18915 3.41923 -0.81407 0.04 -0.06 -0.10
H 5.67720 4.51438 1.55698 0.12 0.48 0.03
H 3.94902 4.64105 1.43264 -0.09 -0.05 -0.11
H 3.45827 5.49107 -1.43073 -0.69 -0.27 0.35
H 2.70691 6.30714 0.06520 0.14 -1.01 0.31
H 3.45534 7.16809 -1.11694 0.83 0.11 -0.05
H 4.35166 7.05927 1.87114 -0.13 -0.03 -0.14
H 6.07011 6.77190 1.64123 -0.05 0.12 0.24
H 5.33842 8.07726 0.79148 -0.38 -0.11 -0.53
H 5.70234 5.39632 -3.52653 -0.13 0.06 0.03
H 4.54285 4.37975 -2.71410 0.04 -0.40 -0.07
H 6.05892 3.71000 -3.47767 -0.22 -0.30 0.27
C -7.45459 0.11769 -2.22553 1.44 0.66 1.24
C -6.89646 -1.29934 -2.47981 -2.23 0.51 -0.94
C -7.03109 -1.47399 -3.99860 1.29 -1.20 -0.85
C -6.30342 -2.70184 -4.54333 -0.58 -1.21 0.12
C -4.88091 -2.77996 -4.02823 0.00 0.34 -0.05
C -4.77936 -2.71045 -2.49050 0.76 -0.34 -1.58
N -5.52219 -1.53452 -2.01717 -1.23 -0.15 2.13
O -5.40090 -1.30298 -0.73804 0.26 0.08 -1.08
C -5.23709 -4.06421 -1.88287 -0.13 0.23 -0.21
C -3.31208 -2.47647 -2.14449 0.30 -0.79 1.21
C -7.98983 -2.22745 -1.86276 0.96 -0.35 0.29
H -8.46794 0.20244 -2.60806 0.19 0.09 -0.42
H -6.75911 0.88509 -2.57758 -0.29 -0.05 -0.81
H -7.50415 0.43104 -1.17811 -0.13 -0.74 0.25
H -8.07090 -1.64331 -4.27003 -0.10 0.70 0.03
H -6.56034 -0.70128 -4.61220 -0.47 0.76 0.56
H -6.37679 -2.67703 -5.63317 0.41 0.14 -0.04
H -6.85910 -3.61822 -4.31137 0.07 -0.01 0.34
H -4.34414 -1.94906 -4.49708 0.28 0.03 0.26
H -4.34920 -3.69718 -4.28625 -0.18 -0.02 -0.36
H -6.01479 -4.61565 -2.41664 -0.59 0.79 0.02
H -4.46861 -4.83564 -1.97217 0.61 0.52 0.58
H -5.52988 -3.82215 -0.86252 0.07 -0.64 0.18
H -2.96349 -1.45616 -2.28699 -0.05 -0.05 -0.34
H -3.13647 -2.72515 -1.09387 -0.25 0.35 0.15
H -2.67736 -3.22575 -2.62248 -0.07 0.30 -0.58
H -8.89036 -1.99734 -2.42617 -0.21 -0.21 0.30
H -8.13371 -2.05747 -0.79599 -0.01 0.32 -0.05
H -7.75390 -3.28832 -1.94518 -0.07 0.02 -0.31
C -4.47855 3.06057 1.22092 0.89 1.26 -0.35
C -3.77603 3.48731 -0.09669 -1.89 -2.31 -0.22
C -4.82190 3.11931 -1.16701 -0.34 0.42 -1.44
C -4.51551 3.74703 -2.55621 -0.04 -0.39 1.02
C -4.20028 5.21906 -2.48748 -0.14 0.12 -0.01
C -3.09713 5.54476 -1.45454 0.19 1.17 -3.29
N -3.37347 4.89843 -0.18771 1.66 -0.31 1.83
O -2.49229 5.18194 0.73298 -0.93 0.25 -0.42
C -1.70095 5.22554 -2.03360 1.15 -0.54 1.05
C -3.08883 7.07610 -1.38186 0.35 -0.26 1.23
C -2.59313 2.53233 -0.24118 0.45 -0.04 -0.97
H -4.79557 2.02796 1.09118 -0.10 0.04 0.04
H -5.32824 3.72381 1.38038 -0.04 -0.14 0.37
H -3.74094 3.11710 2.02000 -0.30 0.08 0.32
H -4.88382 2.03403 -1.27974 0.52 -0.07 0.06
H -5.86255 3.31664 -0.88879 0.17 0.75 0.33
H -5.36094 3.61039 -3.23053 0.22 -0.40 -0.18
H -3.59929 3.26188 -2.90181 -0.27 -0.22 -0.51
H -5.07895 5.85475 -2.33333 -0.17 -0.30 0.58
H -3.91265 5.53880 -3.49292 0.56 0.04 0.14
H -1.53668 4.20896 -2.38784 -0.21 0.07 -0.24
H -1.28490 5.94214 -2.74293 -0.86 0.00 -0.50
H -0.96943 5.37036 -1.23004 -0.20 -0.33 0.32
H -2.18482 7.41452 -0.87080 -0.35 0.02 0.63
H -2.95516 7.54664 -2.35436 -0.70 -0.34 -0.25
H -4.01124 7.33491 -0.86199 0.18 0.75 -0.08
H -2.11749 2.70702 -1.20712 0.61 0.23 0.33
H -2.86644 1.48224 -0.36574 -0.56 0.07 0.49
H -1.91593 2.60162 0.60741 0.22 0.21 -0.21
C -3.97793 -6.27550 6.11493 -0.16 0.59 -0.25
C -2.56028 -5.81474 5.71788 -2.46 0.10 -0.30
C -2.73617 -4.38988 5.14537 2.16 0.20 0.58
C -1.32421 -3.76390 4.97985 -0.55 0.79 -0.46
C -0.60125 -3.65036 6.31861 -0.70 -0.38 -0.53
C -0.54204 -5.00915 7.08664 2.37 1.14 -0.12
N -1.70188 -5.86731 6.88836 0.19 -0.50 0.35
O -1.72489 -6.96005 7.56899 0.05 0.63 -0.34
C 0.74491 -5.72607 6.56461 -0.97 -0.88 -0.77
C -0.34621 -4.60019 8.54385 -0.15 -0.69 0.65
C -2.18607 -6.71177 4.52998 1.49 -0.03 1.04
H -4.55790 -6.05791 5.21436 -0.29 -0.46 0.05
H -4.43941 -5.65342 6.88381 0.29 -0.06 0.25
H -4.04437 -7.32476 6.38720 0.07 0.02 -0.02
H -3.28265 -4.48016 4.21026 0.01 0.22 -0.02
H -3.25087 -3.69779 5.81537 -0.36 -0.35 0.15
H -1.43308 -2.74901 4.58128 -0.08 0.06 0.01
H -0.68997 -4.24479 4.23090 -0.14 -0.45 0.10
H -1.04579 -2.86341 6.93300 -0.42 -0.22 0.05
H 0.39222 -3.24965 6.10826 0.24 -0.43 0.24
H 1.62615 -5.09073 6.60256 0.01 -0.07 0.23
H 0.90658 -6.72685 6.96897 0.09 0.33 0.83
H 0.57274 -6.02315 5.52352 0.12 0.58 -0.24
H -1.22388 -4.04940 8.88426 0.12 0.15 0.09
H -0.18411 -5.42394 9.24112 -0.27 -0.30 -0.28
H 0.56098 -4.00521 8.65874 -0.17 0.33 -0.31
H -2.19781 -7.77033 4.78891 -0.50 0.01 0.00
H -1.13008 -6.52935 4.31697 -0.17 0.18 -0.72
H -2.86711 -6.43863 3.73117 0.27 -0.39 -0.32
C 1.74593 -3.16142 -6.63025 -0.55 0.97 -0.81
C 1.96622 -2.06496 -5.59966 1.93 -1.04 1.36
C 3.40087 -2.36169 -5.02715 -0.21 0.18 -0.77
C 3.98058 -1.22187 -4.21221 0.77 -1.97 -0.39
C 4.06042 0.01914 -5.03676 -1.72 0.92 0.83
C 2.65146 0.43309 -5.54534 0.55 1.70 0.35
N 1.95582 -0.70195 -6.17930 -1.19 -0.40 0.24
O 0.87175 -0.42559 -6.81173 0.50 0.14 0.03
C 1.86246 1.19156 -4.44295 -0.06 -0.55 0.12
C 2.91135 1.51501 -6.58956 0.48 -1.46 -1.38
C 0.99751 -2.26728 -4.44427 -1.87 0.26 0.24
H 0.73937 -3.10789 -7.04765 -0.08 -0.17 0.16
H 1.92514 -4.12767 -6.16501 0.02 -0.02 -0.10
H 2.41537 -2.98560 -7.47427 0.16 -0.27 0.06
H 3.37624 -3.29619 -4.46339 -0.24 0.08 0.15
H 4.09132 -2.56836 -5.85261 -0.14 0.12 -0.21
H 5.00610 -1.53947 -3.99523 -0.06 0.12 0.52
H 3.40440 -1.20349 -3.28602 0.15 0.81 0.10
H 4.72707 -0.00287 -5.89809 0.23 -0.45 0.19
H 4.37107 0.80262 -4.33898 0.21 0.34 -0.44
H 2.24651 2.21097 -4.38334 0.29 -0.12 0.11
H 0.80883 1.33443 -4.68531 -0.04 -0.46 -0.06
H 1.98261 0.71919 -3.46894 -0.30 -0.02 0.16
H 3.62591 2.23365 -6.19505 -0.37 0.31 0.03
H 3.43162 0.97314 -7.38932 0.06 0.35 -0.26
H 2.01231 1.91032 -7.05588 -0.01 0.35 0.40
H -0.04440 -2.02629 -4.68723 0.15 0.42 -0.54
H 1.15163 -1.69447 -3.52762 0.55 -0.04 -0.06
H 0.85849 -3.32141 -4.19512 0.74 -0.08 0.11
C 1.16136 -2.24074 0.85601 0.82 1.20 -0.83
C 0.27947 -1.01540 1.24611 -0.23 -1.89 0.62
C 0.64824 -0.67931 2.69513 -0.69 0.74 0.80
C 1.96340 0.06952 2.89746 -0.54 -0.51 -0.86
C 1.96438 1.28560 2.01130 -0.36 1.01 0.96
C 1.46182 1.10092 0.56829 2.45 0.26 0.62
N 0.26981 0.20956 0.43641 1.09 -0.49 -3.53
O -0.02964 -0.00828 -0.87940 0.31 0.64 3.35
C 1.24261 2.53750 0.06258 -1.01 -1.78 -1.15
C 2.70783 0.46687 -0.09432 -0.48 -1.00 -1.17
C -1.11947 -1.60173 1.26288 -1.14 -0.41 1.31
H 0.92660 -3.04942 1.54441 -0.10 -0.03 -0.11
H 2.22324 -2.00811 0.96135 0.05 -0.10 0.10
H 1.01984 -2.53679 -0.18410 -0.26 -0.12 0.02
H -0.20786 -0.08831 3.03922 0.24 0.23 0.36
H 0.64198 -1.58126 3.31054 -0.08 -0.19 -0.23
H 2.75940 -0.61836 2.59832 0.19 0.12 0.11
H 2.16563 0.38885 3.91895 -0.23 -0.28 0.14
H 2.98952 1.67017 2.03043 0.03 0.05 -0.68
H 1.44795 2.13160 2.48131 -0.50 -0.45 0.14
H 0.36022 2.80859 0.64003 0.25 1.22 -0.20
H 2.15476 3.12956 0.06348 -0.14 0.15 1.02
H 1.01431 2.50885 -1.00647 -0.51 -0.07 0.03
H 2.44304 -0.36582 -0.75265 -0.19 0.26 -0.28
H 3.20624 1.21461 -0.70621 0.28 -0.06 0.10
H 3.38728 -0.01139 0.61111 0.15 0.42 0.13
H -1.49853 -2.19001 0.42881 0.37 0.68 -0.61
H -1.85481 -0.86881 1.60534 -0.09 0.15 -0.46
H -1.15793 -2.35808 2.05692 0.27 0.09 0.17
Cl 2.15440 -5.33290 -2.10589 0.13 0.08 -0.04
C 3.03244 -4.91239 -0.63770 0.14 0.43 1.53
C 4.35711 -5.64382 -0.46344 -0.26 0.39 -0.91
Cl 4.94522 -5.28410 1.17266 0.16 -0.16 -0.13
H 2.41109 -5.04689 0.24907 -0.29 -0.72 -0.27
H 3.21645 -3.84327 -0.52728 0.11 0.14 -0.86
H 5.05819 -5.23692 -1.19087 0.19 -0.09 0.15
H 4.29041 -6.71516 -0.63406 -0.12 -0.02 0.33
C -2.20521 1.04090 5.91922 1.07 -0.39 -0.32
Cl -0.72613 0.27596 6.59384 -0.24 0.05 0.39
Cl -1.66704 1.86567 4.45024 -0.51 0.28 -0.06
Cl -3.00204 2.11007 7.05439 0.09 -0.26 -0.20
H -2.80906 0.18994 5.62841 -0.43 0.33 0.11
C 2.13698 4.45500 4.88102 -0.36 0.57 0.24
Cl 1.40294 5.72263 5.90752 0.09 -0.47 0.11
Cl 1.56489 4.72953 3.23689 0.25 -0.07 -0.14
Cl 1.75618 2.81634 5.40867 0.03 0.26 0.12
H 3.20493 4.61262 4.96869 0.00 -0.15 -0.30
C 4.61126 -3.81228 4.65604 0.06 0.15 0.87
Cl 3.32999 -2.59824 4.60877 -0.27 -0.16 -0.27
Cl 4.05857 -5.44710 4.32410 -0.12 0.25 -0.09
Cl 5.30896 -3.78109 6.30020 0.18 0.02 -0.30
H 5.36222 -3.48627 3.94601 0.05 -0.30 0.00
```
Forces are in eV/Å.

Results
Total charge = 0
DFT total energy = -222008.3535 eV
<S²> = 12.02
Frontier orbital gap (alpha / beta) = 8.13 / 9.06 eV
Highest occupied orbital energy (alpha / beta) = -8.0 / -9.5 eV
Molar mass = 1394.6 g/mol
Spin multiplicity = 7